Formula: C63H157N10O21Zn
Source: the OMol25 dataset
Level of theory: the ωB97M-V functional and the def2-TZVPD basis

The HOMO-LUMO gap is 3.830 eV. The net charge is +1. The strongest force on any atom is 0.0535 hartree/bohr. As for the total energy: -174163.7515 eV.

The geometry in XYZ format:
```
252
Properties=species:S:1:pos:R:3:mulliken_charge:R:1
Zn 2.37 -5.06 3.72 0.57
C 0.69 -0.38 1.33 -1.19
C -0.57 -1.20 1.74 0.57
C -1.61 -1.22 0.63 -1.23
O -0.19 -2.47 2.19 -0.61
H 0.40 0.66 1.20 0.40
H 1.23 -0.74 0.45 0.32
H 1.34 -0.25 2.19 0.23
H -1.00 -0.68 2.60 0.11
H -2.55 -1.71 0.87 0.29
H -1.06 -1.70 -0.18 0.30
H -1.91 -0.21 0.34 0.36
C 6.73 -2.19 -11.98 -0.78
O 5.67 -1.92 -11.07 -0.26
C 4.77 -3.00 -10.74 -0.69
C 3.64 -2.35 -9.83 -0.50
N 2.82 -3.38 -9.14 -0.40
C 1.60 -2.77 -8.69 -0.51
C 1.73 -1.82 -7.48 -0.43
O 0.49 -1.16 -7.14 -0.36
C 0.55 -0.27 -6.09 -0.73
H 6.35 -2.52 -12.94 0.32
H 7.38 -2.99 -11.63 0.31
H 7.39 -1.35 -12.23 0.27
H 5.23 -3.84 -10.21 0.38
H 4.35 -3.32 -11.69 0.36
H 3.08 -1.75 -10.54 0.26
H 4.08 -1.59 -9.18 0.31
H 2.61 -4.00 -9.90 0.26
H 0.95 -3.62 -8.45 0.38
H 1.17 -2.22 -9.52 0.37
H 2.40 -0.99 -7.66 0.32
H 2.14 -2.38 -6.64 0.28
H 0.91 0.75 -6.24 0.29
H 1.11 -0.72 -5.27 0.29
H -0.46 -0.13 -5.70 0.27
C -1.65 -10.91 -6.11 -0.70
O -2.45 -9.89 -5.63 -0.30
C -1.95 -8.55 -5.62 -0.72
C -2.91 -7.58 -4.95 -0.63
N -2.88 -7.66 -3.51 -0.37
C -3.95 -6.89 -2.88 -0.66
C -4.04 -7.49 -1.45 -0.46
O -4.16 -8.87 -1.63 -0.35
C -4.99 -9.51 -0.68 -0.81
H -2.14 -11.88 -6.18 0.23
H -0.75 -11.01 -5.51 0.28
H -1.34 -10.60 -7.11 0.29
H -1.85 -8.34 -6.68 0.48
H -0.97 -8.55 -5.15 0.33
H -3.89 -7.81 -5.38 0.35
H -2.75 -6.57 -5.30 0.43
H -2.96 -8.59 -3.11 0.38
H -4.85 -6.94 -3.48 0.37
H -3.59 -5.88 -2.71 0.30
H -4.86 -7.01 -0.90 0.44
H -3.10 -7.38 -0.90 0.25
H -6.03 -9.19 -0.57 0.30
H -4.53 -9.45 0.31 0.31
H -4.89 -10.55 -1.01 0.25
C 5.36 -5.76 -2.80 -0.82
O 4.53 -5.79 -1.68 -0.36
C 3.44 -6.72 -1.71 -0.76
C 2.70 -6.59 -0.37 -0.73
N 3.64 -6.41 0.79 -0.10
C 4.35 -7.71 0.90 -0.65
C 5.37 -7.71 2.05 -0.87
O 4.74 -7.22 3.23 -0.14
C 5.72 -7.08 4.23 -0.90
H 5.99 -6.65 -2.89 0.33
H 6.12 -4.98 -2.76 0.27
H 4.84 -5.77 -3.75 0.31
H 3.70 -7.76 -1.92 0.35
H 2.76 -6.40 -2.50 0.52
H 1.99 -7.41 -0.30 0.37
H 2.20 -5.63 -0.55 0.36
H 4.20 -5.77 0.23 0.40
H 4.83 -7.97 -0.04 0.31
H 3.58 -8.47 1.05 0.37
H 6.27 -7.25 1.66 0.42
H 5.66 -8.73 2.27 0.42
H 6.47 -6.33 3.96 0.34
H 6.26 -8.00 4.47 0.36
H 5.31 -6.77 5.19 0.21
C -8.36 3.21 17.70 -0.72
O -7.45 3.68 16.73 -0.30
C -7.76 3.13 15.42 -0.45
C -6.82 3.86 14.41 -0.63
N -6.87 3.40 13.06 -0.33
C -5.54 3.26 12.50 -0.41
C -5.60 2.87 11.01 -0.64
O -4.54 1.96 10.66 -0.35
C -4.30 1.86 9.29 -0.71
H -8.34 2.12 17.75 0.30
H -9.38 3.51 17.45 0.30
H -8.10 3.50 18.71 0.26
H -8.81 3.28 15.14 0.32
H -7.61 2.05 15.43 0.31
H -5.84 3.74 14.87 0.33
H -6.97 4.94 14.47 0.27
H -7.40 4.02 12.46 0.24
H -4.96 2.51 13.04 0.35
H -5.11 4.26 12.56 0.29
H -5.77 3.77 10.42 0.36
H -6.52 2.30 10.87 0.37
H -3.81 2.76 8.93 0.30
H -5.20 1.69 8.69 0.30
H -3.53 1.10 9.17 0.25
C 4.94 -3.16 3.08 -0.84
O 3.98 -3.58 4.05 0.37
C 4.18 -2.87 5.29 -0.46
C 2.90 -3.12 6.09 -1.04
N 2.55 -4.54 6.21 -0.14
C 1.18 -4.85 6.73 -0.91
C 0.78 -6.21 6.21 -0.39
O 1.04 -6.44 4.86 -0.08
C 0.50 -7.69 4.35 -0.80
H 4.70 -3.63 2.13 0.22
H 5.97 -3.49 3.22 0.27
H 5.02 -2.07 3.04 0.31
H 4.14 -1.80 5.08 0.42
H 5.14 -3.18 5.70 0.40
H 2.11 -2.45 5.75 0.46
H 3.13 -2.86 7.13 0.43
H 3.11 -4.90 6.97 0.23
H 0.48 -4.13 6.30 0.35
H 1.12 -4.82 7.82 0.39
H -0.25 -6.50 6.39 0.45
H 1.39 -6.94 6.75 0.39
H -0.58 -7.74 4.34 0.33
H 0.90 -8.55 4.90 0.35
H 0.85 -7.82 3.32 0.20
C -2.13 6.64 -1.08 -0.70
O -1.98 8.01 -1.31 -0.36
C -2.49 8.53 -2.48 -0.39
C -2.39 10.07 -2.58 -0.65
N -2.82 10.61 -3.87 -0.43
C -1.88 10.29 -4.95 -0.46
C -2.10 11.22 -6.17 -0.75
O -1.20 12.35 -5.94 -0.28
C -1.12 13.38 -6.90 -0.73
H -1.68 6.37 -0.13 0.23
H -1.54 6.18 -1.88 0.31
H -3.16 6.30 -1.13 0.28
H -3.53 8.19 -2.52 0.29
H -2.02 8.09 -3.36 0.32
H -1.36 10.40 -2.43 0.38
H -2.95 10.49 -1.75 0.36
H -2.75 11.61 -3.73 0.27
H -2.06 9.26 -5.25 0.32
H -0.84 10.34 -4.63 0.37
H -3.17 11.39 -6.30 0.37
H -1.72 10.74 -7.07 0.42
H -0.88 13.01 -7.90 0.29
H -0.29 14.04 -6.65 0.24
H -2.05 13.93 -6.96 0.29
C 3.65 3.16 5.24 -0.74
O 4.35 2.78 6.46 -0.33
C 5.32 3.75 6.89 -0.72
C 6.56 3.57 6.02 -0.31
N 7.27 2.35 6.38 -0.32
C 8.37 2.09 5.42 -0.59
C 9.33 0.99 5.81 -0.64
O 9.00 -0.23 5.22 -0.24
C 9.89 -1.29 5.44 -0.79
H 4.31 2.99 4.39 0.29
H 3.20 4.15 5.29 0.30
H 2.83 2.47 5.01 0.25
H 5.59 3.58 7.93 0.34
H 4.83 4.71 6.75 0.39
H 7.07 4.50 6.25 0.28
H 6.29 3.59 4.96 0.29
H 6.73 1.52 6.58 0.24
H 8.89 3.05 5.36 0.37
H 8.01 1.78 4.44 0.29
H 9.39 0.87 6.90 0.37
H 10.32 1.26 5.43 0.40
H 10.93 -1.00 5.31 0.33
H 9.80 -2.09 4.71 0.24
H 9.74 -1.69 6.44 0.31
C -5.91 -2.26 5.17 -0.75
O -6.72 -1.14 5.42 -0.26
C -7.90 -1.02 4.62 -0.64
C -8.64 0.34 4.70 -0.63
N -7.80 1.38 4.15 -0.35
C -8.49 2.67 4.23 -0.62
C -7.51 3.84 4.06 -0.75
O -6.44 3.81 4.94 -0.24
C -5.49 4.87 4.72 -0.76
H -5.15 -2.36 5.95 0.24
H -5.33 -2.22 4.25 0.30
H -6.51 -3.16 5.27 0.30
H -8.60 -1.75 5.00 0.39
H -7.59 -1.24 3.60 0.38
H -8.95 0.47 5.73 0.37
H -9.50 0.24 4.05 0.37
H -6.98 1.44 4.73 0.25
H -8.84 2.98 5.22 0.31
H -9.38 2.74 3.60 0.41
H -8.07 4.77 4.13 0.45
H -7.21 3.93 3.01 0.42
H -5.08 4.79 3.71 0.32
H -4.65 4.71 5.39 0.23
H -5.89 5.87 4.89 0.30
C 5.43 2.59 -2.66 -0.78
O 6.15 2.26 -3.85 -0.32
C 6.13 0.81 -4.02 -0.59
C 6.57 0.39 -5.46 -0.61
N 8.05 0.56 -5.64 -0.38
C 8.39 0.17 -7.02 -0.47
C 9.83 -0.46 -7.01 -0.59
O 10.14 -0.74 -8.37 -0.29
C 11.41 -1.35 -8.53 -0.79
H 5.66 1.93 -1.82 0.30
H 4.36 2.37 -2.72 0.31
H 5.44 3.64 -2.38 0.30
H 5.10 0.44 -3.93 0.36
H 6.77 0.38 -3.25 0.35
H 6.06 0.98 -6.23 0.36
H 6.31 -0.65 -5.65 0.43
H 8.24 1.54 -5.48 0.26
H 8.24 0.95 -7.77 0.31
H 7.76 -0.66 -7.34 0.22
H 10.00 -1.32 -6.37 0.37
H 10.50 0.23 -6.49 0.37
H 11.40 -2.44 -8.57 0.27
H 12.11 -0.97 -7.78 0.34
H 11.81 -1.00 -9.48 0.25
C -7.00 2.99 -4.05 -0.74
O -6.12 3.62 -5.02 -0.32
C -6.68 4.75 -5.56 -0.51
C -5.71 5.43 -6.51 -0.55
N -6.39 5.71 -7.79 -0.47
C -5.47 6.40 -8.69 -0.46
C -6.22 7.17 -9.78 -0.66
O -6.30 8.57 -9.54 -0.29
C -6.88 9.33 -10.61 -0.73
H -7.39 3.75 -3.38 0.33
H -6.35 2.37 -3.42 0.26
H -7.80 2.37 -4.45 0.27
H -7.01 5.52 -4.85 0.33
H -7.59 4.47 -6.08 0.34
H -4.86 4.76 -6.65 0.35
H -5.35 6.37 -6.09 0.33
H -7.02 6.46 -7.56 0.25
H -4.83 5.61 -9.11 0.34
H -4.80 7.08 -8.15 0.29
H -7.26 6.84 -9.90 0.38
H -5.72 7.04 -10.74 0.41
H -6.71 10.39 -10.43 0.25
H -7.97 9.24 -10.59 0.29
H -6.44 9.11 -11.58 0.30
```